Molecular formula: C4H12N2S
Method: DFT, ωB97M-V/def2-TZVPD

Each line ends with the Löwdin charge.
Atoms and positions in Å:
N 1.19 0.63 1.71  0.03
C 0.25 -0.85 -1.30  -0.18
C 1.05 -1.66 -0.63  -0.01
S 4.04 0.47 0.15  0.22
C -1.19 -0.60 -0.88  -0.30
N -1.40 0.39 0.08  0.07
C -2.80 0.78 0.13  -0.10
H 0.38 1.11 1.36  -0.02
H 1.05 0.61 2.72  0.01
H 0.74 -0.09 -1.90  0.10
H 2.12 -1.59 -0.77  0.01
H 0.69 -2.10 0.30  0.07
H 4.49 1.45 -0.63  -0.36
H -1.51 -1.63 -0.58  0.16
H -1.82 -0.51 -1.79  0.13
H 2.09 1.07 1.58  -0.10
H -2.94 1.38 1.03  0.08
H -3.42 -0.12 0.26  0.10
H -3.02 1.24 -0.84  0.10

Computed properties:
**Calculated total energy**: -667.024919 Eh
**Molecular weight**: 120.221 g/mol
**Energy above the lowest of the compared OMol25 structures with the same formula, charge and spin**: 169.4 kcal/mol
**Net charge**: 0
**HOMO energy**: -7.01 eV